Computed, not measured: a cluster of 3 separate species, C14H41BrN8O9P3S2 in total at a distorted geometry, with the ωB97M-V functional and the def2-TZVPD basis.

ORCA input file:
```
! wB97M-V def2-TZVPD RIJCOSX def2/J DEFGRID3
* xyz -1 1
N -4.129 2.269 8.094
P -5.657 2.077 7.499
O -6.463 3.641 7.518
O -6.520 1.006 8.587
S -5.680 1.181 5.534
O -4.356 0.409 5.312
O -6.806 0.075 5.596
N -6.145 2.257 4.246
S -4.930 3.444 3.868
O -5.196 3.870 2.371
O -3.468 2.946 3.906
C -5.055 5.046 4.864
C -6.496 5.796 4.606
O -7.697 5.215 4.571
Br -6.425 7.786 4.263
H -4.095 1.669 8.967
H -6.901 3.833 6.638
H -7.486 1.111 8.337
H -4.768 4.902 5.988
H -4.224 5.769 4.405
O 0.158 1.137 -0.742
P -1.178 0.442 -0.383
N -0.788 0.391 1.286
C 0.485 -0.155 1.746
C -0.974 1.703 1.927
N -0.834 -1.008 -1.198
C -0.443 -2.261 -0.581
C -0.156 -0.882 -2.489
N -2.715 -0.356 0.030
C -3.845 0.400 -0.512
C -3.083 -0.901 1.334
H 0.544 -0.123 2.841
H 1.347 0.383 1.344
H 0.581 -1.210 1.495
H -1.958 2.111 1.679
H -0.219 2.426 1.600
H -0.934 1.622 3.020
H 0.628 -2.285 -0.351
H -0.653 -3.102 -1.253
H -1.000 -2.476 0.330
H 0.922 -0.749 -2.362
H -0.545 -0.024 -3.050
H -0.322 -1.765 -3.117
H -4.006 1.322 0.058
H -4.768 -0.190 -0.500
H -3.655 0.673 -1.553
H -3.301 -0.116 2.065
H -2.314 -1.559 1.749
H -3.980 -1.527 1.242
O 3.417 -3.322 -4.229
P 4.844 -2.787 -3.952
N 4.248 -1.288 -3.373
C 3.295 -0.503 -4.151
C 3.724 -1.405 -2.002
N 5.319 -2.736 -5.582
C 5.430 -1.545 -6.402
C 4.878 -3.851 -6.423
N 6.484 -2.173 -3.634
C 7.232 -3.120 -2.804
C 6.837 -0.810 -3.243
H 3.049 0.430 -3.630
H 2.363 -1.040 -4.344
H 3.721 -0.185 -5.100
H 4.449 -1.912 -1.359
H 2.791 -1.979 -1.972
H 3.545 -0.419 -1.558
H 4.461 -1.237 -6.807
H 6.100 -1.725 -7.251
H 5.867 -0.702 -5.866
H 3.849 -3.710 -6.764
H 4.931 -4.797 -5.871
H 5.520 -3.967 -7.303
H 6.870 -3.103 -1.770
H 8.305 -2.900 -2.808
H 7.113 -4.137 -3.189
H 6.559 -0.591 -2.207
H 6.383 -0.055 -3.892
H 7.919 -0.659 -3.336
*
```

Its HOMO energy is -0.2115 hartree. Its total energy is -165101.510 eV. The value obtained for the frontier orbital gap is 6.03 eV.

Here are the Löwdin charges for atoms 1 to 6, given in e:
1. N -0.232
2. P 0.632
3. O -0.255
4. O -0.249
5. S 0.544
6. O -0.411


Computed, not measured: the molecule C24H48O4 at a distorted geometry, with the ωB97M-V functional and the def2-TZVPD basis.

ORCA input file:
```
! wB97M-V def2-TZVPD RIJCOSX def2/J DEFGRID3
* xyz 0 1
C -8.258 3.384 -0.372
C -6.983 2.508 -0.518
C -6.966 1.651 -1.823
C -5.532 1.522 -2.346
C -4.627 0.727 -1.362
C -3.742 1.658 -0.478
C -2.220 1.364 -0.598
C -1.524 2.567 -1.292
C -0.038 2.166 -1.610
C 0.918 3.116 -0.867
C 2.365 2.605 -0.835
C 2.577 1.389 0.094
C 2.180 1.803 1.536
C 3.110 1.297 2.665
C 2.355 0.500 3.777
C 3.066 -0.840 4.099
O 2.149 -1.913 4.316
C 1.600 -2.370 3.094
O 3.960 1.018 -0.050
C 4.095 -0.334 -0.126
O 4.667 -0.925 0.693
C 3.540 -1.087 -1.337
C 4.519 -2.186 -1.803
C 4.188 -3.632 -1.333
C 3.436 -3.745 -0.011
C 2.983 -5.215 0.150
O 2.037 -5.534 -0.886
C 0.733 -5.138 -0.555
H -8.915 2.949 0.383
H -8.750 3.476 -1.337
H -7.954 4.357 0.015
H -6.805 1.895 0.368
H -6.124 3.179 -0.600
H -7.358 0.660 -1.583
H -7.618 2.164 -2.532
H -5.081 2.494 -2.561
H -5.567 0.975 -3.296
H -3.955 0.085 -1.934
H -5.272 0.101 -0.741
H -4.043 1.578 0.571
H -3.944 2.692 -0.757
H -1.812 1.315 0.417
H -2.017 0.443 -1.143
H -1.490 3.380 -0.568
H -2.074 2.817 -2.200
H 0.090 2.214 -2.692
H 0.129 1.138 -1.279
H 0.560 3.400 0.123
H 0.936 4.045 -1.451
H 2.768 2.371 -1.824
H 2.982 3.413 -0.423
H 1.881 0.612 -0.232
H 1.192 1.367 1.722
H 2.033 2.880 1.614
H 3.925 0.662 2.330
H 3.508 2.179 3.170
H 2.351 1.063 4.710
H 1.329 0.256 3.491
H 3.689 -0.727 4.988
H 3.743 -1.157 3.295
H 1.753 -3.443 2.946
H 0.520 -2.168 3.105
H 2.005 -1.859 2.212
H 3.484 -0.347 -2.147
H 2.520 -1.439 -1.185
H 5.530 -1.880 -1.537
H 4.490 -2.184 -2.896
H 3.684 -4.136 -2.157
H 5.142 -4.151 -1.189
H 2.523 -3.152 0.037
H 4.063 -3.517 0.852
H 2.475 -5.376 1.108
H 3.812 -5.906 -0.003
H 0.415 -5.511 0.430
H 0.053 -5.517 -1.317
H 0.602 -4.044 -0.523
*
```

The SMILES is CCCCCCCCCCC[C@H](CCCCOC)OC(=O)CCCCCOC. Its HOMO energy is -0.3493 hartree. Its total energy is -33854.407 eV. The value obtained for the frontier orbital gap is 9.99 eV.

Here are the Löwdin charges for atoms 1 to 6, given in e:
1. C -0.099
2. C -0.249
3. C -0.214
4. C -0.220
5. C -0.184
6. C -0.205


Computed, not measured: the molecule C3H6N2O, with the ωB97M-V functional and the def2-TZVPD basis.

ORCA input file:
```
! wB97M-V def2-TZVPD RIJCOSX def2/J DEFGRID3
* xyz 0 1
C -2.215 -0.186 -0.573
N -0.956 -0.666 -0.052
C 0.037 0.113 -0.039
N 1.250 -0.344 0.465
C 2.444 0.317 0.603
O 3.426 -0.204 1.080
H -2.976 -0.248 0.213
H -2.184 0.849 -0.951
H -2.543 -0.844 -1.385
H 0.035 1.152 -0.399
H 1.243 -1.301 0.794
H 2.439 1.362 0.243
*
```

The SMILES is C/N=C/NC=O. Its HOMO energy is -0.3562 hartree. Its total energy is -8235.766 eV. For the energy relative to the best compared isomer or geometry (same formula, charge and spin), the calculation gives 90.0 kJ/mol. The value obtained for the frontier orbital gap is 10.67 eV.

Here are the natural (NBO) charges for atoms 1 to 6, given in e:
1. C -0.430
2. N -0.448
3. C 0.267
4. N -0.624
5. C 0.535
6. O -0.572


Computed, not measured: a cluster of 2 separate species, C29H46BrF8N3O7PS in total, with the ωB97M-V functional and the def2-TZVPD basis.

ORCA input file:
```
! wB97M-V def2-TZVPD RIJCOSX def2/J DEFGRID3
* xyz 1 1
C 2.010 -4.322 -0.312
C 1.146 -5.577 -0.450
C -0.164 -5.376 -1.226
O -0.392 -4.001 -1.545
C -1.712 -3.546 -1.399
C -1.633 -2.060 -1.136
C -1.196 -1.208 -2.122
C -0.836 -1.687 -3.498
C -1.857 -1.297 -4.588
C -3.332 -1.421 -4.182
S -4.158 0.143 -3.782
C -1.092 0.174 -1.801
C -0.648 1.214 -2.788
C -0.315 2.523 -2.088
O -1.145 3.370 -1.927
N 1.033 2.596 -1.637
C 1.103 3.302 -0.347
C 1.852 3.288 -2.662
N -1.385 0.626 -0.611
N -1.809 -0.224 0.310
C -2.025 0.443 1.590
C -0.931 0.201 2.617
O -1.093 0.322 3.780
Br 0.811 -0.226 1.880
C -1.963 -1.542 0.124
C -2.435 -2.435 1.235
C -1.296 -3.344 1.769
C -1.728 -4.792 2.081
P -1.563 -5.514 3.728
O -1.611 -6.978 3.654
O -0.193 -4.884 4.220
C 0.360 -5.408 5.461
C 0.791 -4.279 6.370
O -2.728 -4.974 4.674
C -3.206 -3.622 4.716
C -2.270 -2.624 5.351
H 2.270 -3.894 -1.281
H 1.515 -3.542 0.267
H 2.937 -4.572 0.203
H 0.922 -5.936 0.557
H 1.740 -6.338 -0.953
H -1.014 -5.768 -0.662
H -0.129 -5.941 -2.161
H -2.209 -4.073 -0.585
H -2.296 -3.713 -2.311
H -0.720 -2.767 -3.481
H 0.139 -1.267 -3.749
H -1.681 -1.974 -5.427
H -1.668 -0.297 -4.974
H -3.472 -2.123 -3.360
H -3.904 -1.823 -5.017
H -3.956 0.146 -2.460
H -1.470 1.390 -3.488
H 0.215 0.852 -3.346
H 0.414 2.836 0.355
H 2.121 3.221 0.030
H 0.852 4.361 -0.447
H 2.845 2.846 -2.703
H 1.385 3.212 -3.644
H 1.940 4.350 -2.428
H -2.026 1.512 1.378
H -2.988 0.180 2.018
H -2.917 -1.893 2.043
H -3.213 -3.067 0.801
H -0.828 -2.871 2.629
H -0.535 -3.395 0.990
H -2.759 -5.006 1.790
H -1.095 -5.469 1.505
H 1.197 -6.048 5.188
H -0.370 -6.045 5.962
H 1.358 -3.521 5.835
H -0.073 -3.825 6.854
H 1.403 -4.704 7.167
H -4.116 -3.676 5.313
H -3.513 -3.330 3.709
H -2.739 -1.639 5.310
H -2.102 -2.859 6.400
H -1.303 -2.547 4.857
C 3.129 9.011 -0.682
C 3.239 10.069 -1.788
C 2.405 9.865 -3.057
F 2.762 8.725 -3.687
F 2.629 10.902 -3.888
F 4.530 10.274 -2.111
F 2.751 11.220 -1.239
O 4.146 8.029 -0.616
C 4.101 6.862 -1.309
C 5.270 6.722 -2.295
F 5.269 7.735 -3.175
F 5.110 5.558 -2.971
F 2.919 6.663 -1.929
F 4.249 5.849 -0.416
H 3.251 9.574 0.242
H 2.133 8.568 -0.660
H 1.340 9.827 -2.812
H 6.216 6.704 -1.750
*
```

Its HOMO energy is -0.4352 hartree. Its total energy is -161523.457 eV. The value obtained for the frontier orbital gap is 7.53 eV.

Here are the Löwdin charges for atoms 1 to 6, given in e:
1. C -0.092
2. C -0.197
3. C -0.178
4. O -0.145
5. C -0.146
6. C -0.028


Computed, not measured: a structure of composition C5H5Cl2P at a distorted geometry, with the ωB97M-V functional and the def2-TZVPD basis.

ORCA input file:
```
! wB97M-V def2-TZVPD RIJCOSX def2/J DEFGRID3
* xyz 0 1
C 1.393 1.738 -0.719
C 1.406 0.266 -0.701
C 1.261 1.075 -1.890
C 0.142 -0.256 0.022
C -1.841 -1.036 1.477
P -1.043 0.555 0.823
Cl -2.623 -1.497 -0.005
Cl -2.986 -0.666 2.879
H 1.533 2.613 -0.182
H 2.110 -0.568 -0.758
H 1.583 1.052 -2.970
H 0.164 -1.392 0.265
H -1.097 -1.883 1.759
*
```

Its HOMO energy is -0.3222 hartree. Its total energy is -39594.361 eV. For the energy relative to the best compared isomer or geometry (same formula, charge and spin), the calculation gives 470.9 kJ/mol. The value obtained for the frontier orbital gap is 9.05 eV.

Here are the natural (NBO) charges for atoms 1 to 6, given in e:
1. C -0.164
2. C -0.317
3. C -0.149
4. C -0.613
5. C -0.534
6. P 0.691


- The highest HOMO energy belongs to which entry?
  C14H41BrN8O9P3S2